{
  "formula": "C19H22BCl3O2Si",
  "method": "the ωB97M-V functional and the def2-TZVPD basis",
  "elements": ["Cl", "B", "Cl", "Cl", "O", "C", "C", "C", "C", "C", "C", "C", "H", "H", "H", "H", "H", "H", "C", "Si", "C", "C", "O", "C", "C", "C", "C", "C", "C", "C", "C", "C", "H", "H", "H", "H", "H", "H", "H", "H", "H", "H", "H", "H", "H", "H", "H", "H"],
  "positions_angstrom": [[-2.154194, 1.634799, -2.600062], [-0.486274, 1.767239, -3.398083], [0.284741, 0.065426, -3.654663], [-0.519130, 2.670545, -5.027480], [0.349928, 2.524547, -2.427309], [1.583695, 2.811408, -2.612464], [2.291397, 3.590917, -1.651589], [3.655297, 3.866832, -1.908010], [4.388691, 4.605801, -0.994993], [3.780936, 5.083248, 0.178923], [2.424418, 4.815563, 0.432221], [1.668465, 4.077941, -0.468565], [2.092011, 2.474413, -3.520799], [4.088202, 3.483350, -2.831547], [5.442032, 4.817431, -1.190451], [4.363484, 5.663723, 0.895614], [1.957082, 5.192605, 1.345656], [0.612414, 3.868276, -0.294234], [2.007472, -2.228173, -1.219647], [0.996617, -1.784002, 0.275002], [1.167816, -3.035114, 1.648181], [1.331497, -0.025822, 0.795074], [-0.638502, -1.925284, -0.210638], [-1.722108, -1.576226, 0.506329], [-2.029604, -0.338931, 1.047693], [-3.236719, -0.445171, 1.919135], [-3.628805, -1.909002, 1.768898], [-4.666676, -2.613805, 2.368502], [-4.807521, -3.982682, 2.080928], [-3.897957, -4.631595, 1.225074], [-2.844212, -3.927912, 0.636564], [-2.738998, -2.557675, 0.908185], [3.074144, -2.220885, -0.952040], [1.752720, -3.229831, -1.589760], [1.843516, -1.512065, -2.036069], [2.198655, -3.054224, 2.028685], [0.497937, -2.811519, 2.489527], [0.919467, -4.043918, 1.289161], [2.390230, 0.051578, 1.083425], [1.143979, 0.687210, -0.020260], [0.721826, 0.271099, 1.658628], [-1.465532, 0.565360, 0.862398], [-3.021369, -0.203069, 2.971433], [-4.062576, 0.210610, 1.608526], [-5.351800, -2.098828, 3.047046], [-5.626810, -4.543430, 2.528063], [-4.018755, -5.696893, 1.024162], [-2.111127, -4.403862, -0.014369]],
  "atomic_forces_ev_per_a": [[0.57, 0.10, -0.26], [-1.02, -1.11, -0.92], [-0.08, 0.61, 0.19], [0.10, -0.03, 0.49], [2.45, 0.95, 0.33], [-1.94, -0.30, 0.21], [0.38, 0.41, 0.63], [-0.65, -0.14, 0.14], [0.17, 0.22, 0.28], [-0.23, -0.37, -0.49], [0.00, 0.04, 0.04], [0.41, -0.13, -0.42], [-0.21, -0.09, 0.05], [0.07, 0.14, 0.25], [-0.36, -0.05, 0.09], [-0.17, -0.17, -0.22], [0.19, -0.13, -0.34], [0.32, 0.04, -0.03], [0.08, -0.04, -0.06], [-1.36, -0.21, -0.42], [0.28, 0.01, 0.23], [0.24, 0.16, 0.27], [0.53, 0.04, -0.28], [-0.12, 1.82, 1.07], [0.73, -1.72, -0.91], [-0.48, -0.36, -0.04], [-0.25, 0.00, 0.17], [0.08, -0.23, -0.20], [0.31, 0.30, -0.14], [-0.12, 0.23, 0.12], [-0.13, 0.44, 0.17], [0.12, -0.37, 0.22], [-0.18, -0.03, -0.11], [0.06, 0.20, 0.10], [0.04, -0.17, 0.24], [-0.20, -0.06, 0.01], [0.13, 0.02, -0.18], [0.07, 0.27, 0.00], [-0.17, 0.10, -0.03], [0.01, -0.24, 0.10], [0.16, -0.10, -0.18], [-0.09, -0.07, 0.07], [-0.01, -0.06, -0.20], [0.15, -0.07, 0.01], [0.14, -0.26, -0.20], [0.20, 0.09, -0.10], [0.03, 0.28, 0.06], [-0.24, 0.03, 0.14]],
  "nbo_charge": [-0.221, 0.382, -0.264, -0.245, -0.545, 0.485, -0.137, -0.137, -0.230, -0.122, -0.225, -0.122, 0.212, 0.229, 0.233, 0.230, 0.233, 0.248, -1.150, 1.903, -1.151, -1.157, -0.836, 0.333, -0.284, -0.476, 0.099, -0.239, -0.219, -0.219, -0.195, -0.132, 0.232, 0.249, 0.260, 0.234, 0.248, 0.248, 0.234, 0.238, 0.248, 0.214, 0.226, 0.231, 0.210, 0.211, 0.212, 0.220],
  "homo_lumo_gap_ev": 5.35,
  "fmax_ev_per_a": 2.6
}

***

{
  "formula": "C16H29FIN3O5P",
  "method": "the ωB97M-V functional and the def2-TZVPD basis",
  "elements": ["C", "C", "C", "C", "C", "C", "C", "C", "C", "C", "C", "C", "N", "N", "C", "P", "O", "I", "N", "O", "H", "H", "H", "H", "H", "H", "H", "H", "H", "H", "H", "H", "H", "H", "H", "H", "H", "H", "H", "H", "H", "H", "H", "H", "H", "H", "C", "C", "O", "C", "O", "O", "F", "H", "H", "H"],
  "positions_angstrom": [[2.780975, -0.914902, 2.886651], [2.626636, 0.615810, 2.419815], [1.582773, 0.658434, 1.200815], [1.226037, 2.217049, 0.882955], [1.186766, 2.439046, -0.711457], [-0.054487, 1.636220, -1.343566], [0.302330, 0.174507, -1.902477], [-0.816433, -0.419858, -2.905472], [-2.245148, -0.615082, -2.163614], [-2.337245, -1.972370, -1.326400], [-3.615602, -2.046828, -0.335629], [-3.669800, -0.753809, 0.573579], [-3.066517, -0.593312, 1.855083], [-3.381286, 0.695836, 2.152177], [-4.135563, 1.407931, 1.186574], [-4.767030, 3.181995, 1.094972], [-6.296340, 3.286129, 1.874147], [-3.083031, 4.531818, 2.336101], [-4.346553, 0.466636, 0.123465], [-5.002328, 0.648617, -1.046707], [3.897151, -1.165533, 3.011948], [2.309869, -1.126546, 3.909158], [2.388885, -1.674280, 2.117681], [3.637844, 1.066535, 2.124221], [2.245006, 1.272671, 3.284031], [2.042295, 0.248793, 0.239893], [0.640098, 0.040091, 1.418147], [2.044601, 2.837184, 1.403801], [0.236219, 2.478171, 1.389529], [2.138680, 2.012993, -1.184997], [1.089738, 3.558965, -0.912835], [-0.611650, 2.277766, -2.122528], [-0.812186, 1.484976, -0.486539], [0.415914, -0.515666, -1.007682], [1.277818, 0.277620, -2.504514], [-0.481081, -1.370842, -3.428011], [-0.991159, 0.414456, -3.681432], [-2.408346, 0.336432, -1.561762], [-3.095590, -0.645568, -2.941034], [-2.507250, -2.812423, -2.095998], [-1.356908, -2.192712, -0.776984], [-4.570775, -2.271128, -0.905208], [-3.415246, -2.952138, 0.346251], [-3.049818, 1.124202, 3.024248], [-6.768799, 4.096551, 1.558460], [-4.900490, 1.615218, -1.256461], [5.197081, -1.430756, -0.470929], [5.510444, -2.891742, -0.536269], [4.249005, -3.498703, -0.345885], [3.339052, -2.614189, -0.838105], [2.204508, -2.890629, -1.090839], [3.882601, -1.376772, -1.012721], [6.325010, -3.260922, 0.479561], [5.183651, -1.047166, 0.553204], [5.889764, -0.829739, -1.061262], [5.935910, -3.219037, -1.489153]],
  "atomic_forces_ev_per_a": [[1.11, -0.19, 0.34], [-0.76, -0.83, -0.12], [0.33, 1.37, -0.01], [0.59, -0.98, -0.11], [-0.57, -0.19, 0.64], [-0.71, -0.06, 0.46], [-0.29, 0.32, -0.58], [-0.61, 1.22, 0.53], [0.23, -0.25, -0.76], [-0.28, 0.13, -0.67], [1.33, -0.20, 0.80], [0.03, 0.05, 0.42], [-2.87, 1.33, -4.69], [-1.65, 1.29, -2.45], [0.48, -2.87, 1.00], [-1.32, 0.95, -0.51], [2.15, -0.25, -0.58], [-0.66, -0.93, -0.09], [3.02, -0.47, 5.30], [0.14, 0.63, 0.28], [-1.60, 0.32, -0.09], [0.48, 0.33, -1.58], [0.36, 1.29, 1.09], [-1.47, -0.70, 0.18], [0.45, -1.05, -1.26], [-0.40, 0.25, 1.49], [1.37, 0.86, -0.14], [-1.23, -0.71, -1.03], [1.17, -0.14, -0.85], [-1.15, 0.87, 0.74], [0.22, -1.55, 0.03], [1.01, -1.02, 0.91], [0.92, 0.31, -1.14], [0.23, 0.72, -1.29], [-1.32, -0.47, 1.09], [-0.37, 1.19, 0.73], [0.32, -1.44, 0.88], [0.20, -1.31, -0.45], [1.32, 0.10, 1.06], [0.43, 1.17, 1.26], [-1.50, 0.38, -0.59], [1.08, 0.81, 0.80], [-0.50, 1.54, -0.79], [-0.18, -0.29, -0.49], [0.62, -0.81, 0.13], [-0.05, -0.82, 0.08], [0.44, 0.96, -0.08], [0.44, -0.41, 0.55], [-0.15, 0.52, -0.55], [-1.29, -0.21, -0.16], [0.68, 0.30, 0.25], [-0.18, -0.61, 0.03], [0.07, -0.11, -0.08], [0.06, -0.26, 0.02], [-0.24, -0.01, -0.07], [0.07, -0.08, 0.14]],
  "nbo_charge": [-0.637, -0.412, -0.417, -0.402, -0.408, -0.412, -0.416, -0.397, -0.418, -0.402, -0.478, 0.385, -0.168, -0.291, 0.019, 0.858, -0.948, -0.011, -0.036, -0.442, 0.212, 0.221, 0.211, 0.207, 0.205, 0.215, 0.196, 0.213, 0.186, 0.211, 0.217, 0.208, 0.170, 0.216, 0.221, 0.227, 0.207, 0.179, 0.214, 0.235, 0.235, 0.262, 0.271, 0.459, 0.525, 0.509, -0.132, 0.442, -0.478, 0.967, -0.570, -0.485, -0.319, 0.206, 0.213, 0.161],
  "homo_lumo_gap_ev": 8.02,
  "fmax_ev_per_a": 6.1,
  "charge": 1
}

***

What HOMO level values result from the calculations? In sequence: -0.27950, -0.46010 Eh.